*w*
4 unconnected molecules or ions with the total composition CH9NO4, computed with ωB97M-V/def2-TZVPD.

Each line ends with the Mulliken charge.
Positions of all 15 atoms, in Å:
N1 -1.661 0.405 0.791  -0.3181
C1 -1.933 -0.116 2.035  0.1381
O1 -1.298 0.176 3.014  -0.5246
H1 -2.343 0.255 0.061  0.2323
H2 -1.197 1.292 0.667  0.2087
H3 -2.612 -0.989 1.944  0.2653
O2 2.744 0.175 1.038  -0.6689
H4 2.545 0.995 0.602  0.2945
H5 2.888 0.338 1.970  0.3111
O3 -0.562 -0.814 -2.770  -0.6898
H6 -1.259 -1.449 -2.968  0.3015
H7 -0.206 -0.563 -1.907  0.4198
O4 1.333 0.365 -1.430  -0.7049
H8 1.597 -0.059 -2.246  0.3371
H9 1.962 -0.013 -0.801  0.3979

Summary:
SMILES: NC=O.O.O.O
HOMO-LUMO gap in eV: 10.80
2S+1: 1
LUMO level in eV: 0.641


*x*
4 unconnected molecules or ions with the total composition CH9NO4, computed with ωB97M-V/def2-TZVPD.

Each line ends with the Mulliken charge.
Positions of all 15 atoms, in Å:
C1 -0.901 0.680 -0.873  -0.1121
N1 -0.671 0.821 0.538  -0.3004
O1 0.355 0.874 -1.630  -0.4051
H1 -1.128 -0.401 -0.908  0.3288
H2 -1.638 1.414 -1.310  0.2878
H3 -1.047 0.051 1.115  0.4163
H4 1.185 1.126 -1.006  0.4712
H5 1.339 -1.767 0.663  0.3000
O2 0.734 -1.473 -0.027  -0.5973
H6 0.359 0.926 0.595  0.3990
H7 2.836 1.985 -0.364  0.2573
O3 2.027 1.579 -0.046  -0.8089
H8 -0.159 -1.788 0.358  0.3920
H9 -1.967 -2.356 1.540  0.2068
O4 -1.324 -1.672 1.356  -0.8353

Summary:
HOMO-LUMO gap in eV: 4.36
2S+1: 1
LUMO level in eV: -5.315


Quick one: most stable of them? *w*